10
Properties=species:S:1:pos:R:3:forces:R:3 method="wB97M-V/def2-TZVPD" total_charge=-1 lumo_energy_ev=3.94 largest_force_ha_per_bohr=0.086 mol_weight_g_mol=102.14 spin_multiplicity=1 e_above_lowest_kcal_mol=29.5 total_energy_ha=-644.88636 gap_ev=7.011
C 0.486 0.313 0.123 -2.9 -1.3 3.1
C -0.497 -0.429 1.741 1.0 1.3 -2.3
C -0.389 0.071 -1.081 1.9 0.2 1.0
N 1.622 0.835 0.099 0.0 -0.1 1.4
O -1.420 0.259 2.094 0.3 0.2 -0.1
S 0.045 -1.950 2.120 0.3 -0.6 0.2
H 0.117 -0.707 -1.551 0.9 -1.9 -1.0
H -1.332 -0.293 -0.883 -2.2 -0.3 0.6
H -0.356 0.811 -1.817 -0.3 1.8 -1.0
H 1.723 1.089 -0.846 1.0 0.8 -2.0